Molecular formula: H3PSSi
Method: DFT, wB97M-V/def2-TZVPD

Geometry as XYZ:
```
6
Properties=species:S:1:pos:R:3:mulliken_charge:R:1
Si -0.51 0.58 -0.19 0.375
P -0.47 -1.15 1.22 0.060
S 1.93 -2.19 0.16 -0.271
H 0.77 1.43 0.35 -0.015
H 0.17 0.18 -1.33 -0.061
H -1.88 1.14 -0.20 -0.088
```

The value obtained for the relative energy (zero: lowest compared OMol25 entry of this formula, charge and spin) is 408.1 kJ/mol. As for the total charge: 0. Its multiplicity is 1. The value obtained for the gap between HOMO and LUMO (alpha / beta) is 5.303 / 5.277 eV. The LUMO energy (alpha / beta) is -3.29 / -3.31 eV.

---

Molecular formula: H3S2
Method: DFT, wB97M-V/def2-TZVPD

Geometry as XYZ:
```
5
Properties=species:S:1:pos:R:3:mulliken_charge:R:1
S -1.06 0.92 1.06 -0.829
H -0.84 0.33 2.23 -0.038
S 1.14 -0.76 -1.02 -0.315
H 0.41 -0.35 -2.09 0.097
H 0.34 -0.14 -0.18 0.084
```

The value obtained for the relative energy (zero: lowest compared OMol25 entry of this formula, charge and spin) is 10.7 kJ/mol. As for the total charge: -1. Its multiplicity is 1. The value obtained for the gap between HOMO and LUMO is 6.677 eV. The LUMO energy is 3.80 eV.

---

Molecular formula: H3S3
Method: DFT, wB97M-V/def2-TZVPD

Geometry as XYZ:
```
6
Properties=species:S:1:pos:R:3:mulliken_charge:R:1
S -1.83 1.13 1.01 -0.313
H -0.91 0.49 1.72 0.086
S 1.45 -1.06 -1.25 -0.364
S -0.33 1.74 -0.41 -0.598
H 1.19 -2.07 -0.44 0.071
H 0.43 -0.23 -0.63 0.118
```

The value obtained for the relative energy (zero: lowest compared OMol25 entry of this formula, charge and spin) is 28.8 kJ/mol. As for the total charge: -1. Its multiplicity is 1. The value obtained for the gap between HOMO and LUMO is 6.308 eV. The LUMO energy is 3.54 eV.

---

Molecular formula: H40O20
Method: DFT, wB97M-V/def2-TZVPD

Geometry as XYZ:
```
60
Properties=species:S:1:pos:R:3:mulliken_charge:R:1
O -1.15 -1.43 -3.47 -0.588
H -1.87 -1.82 -3.99 0.276
H -1.59 -1.21 -2.64 0.289
O -3.64 0.08 0.80 -0.585
H -2.90 -0.50 1.03 0.291
H -3.23 0.90 0.46 0.322
O -4.02 -2.58 2.78 -0.596
H -4.12 -3.17 3.51 0.281
H -4.66 -1.94 2.44 0.324
O -4.60 -1.42 -1.32 -0.634
H -4.73 -0.47 -1.26 0.372
H -3.77 -1.49 -0.83 0.285
O -4.92 1.54 -1.56 -0.606
H -5.59 2.21 -1.66 0.287
H -4.24 1.95 -2.12 0.303
O 2.06 0.60 -3.13 -0.601
H 2.52 1.16 -2.48 0.372
H 1.28 0.72 -2.56 0.249
O -0.28 -0.50 2.82 -0.610
H 0.36 -1.13 2.42 0.323
H 0.19 0.01 3.49 0.263
O 0.31 -1.42 -1.41 -0.384
H 0.72 -1.03 -0.62 0.183
H 1.18 -1.52 -1.85 0.247
O 2.92 -3.83 -0.49 -0.584
H 2.14 -4.39 -0.72 0.299
H 3.36 -3.67 -1.36 0.287
O 4.11 1.54 1.17 -0.544
H 4.98 1.94 1.30 0.266
H 4.29 0.61 1.30 0.260
O 2.36 5.01 0.33 -0.637
H 3.05 4.40 0.04 0.314
H 1.73 4.32 0.61 0.315
O 2.38 -0.99 1.25 -0.458
H 2.76 -1.87 1.04 0.382
H 3.01 -0.67 1.89 0.116
O 0.41 2.23 3.21 -0.538
H 0.04 2.95 3.71 0.262
H 1.34 2.37 3.04 0.282
O 1.98 1.91 -0.31 -0.479
H 1.87 1.02 0.05 0.188
H 2.88 2.11 0.01 0.296
O -1.63 -5.10 1.75 -0.612
H -1.35 -4.60 0.98 0.302
H -2.37 -5.63 1.53 0.306
O -2.09 4.20 1.04 -0.665
H -3.04 4.18 1.08 0.306
H -1.77 4.80 0.38 0.315
O -1.18 1.48 0.37 -0.606
H -0.72 1.14 1.16 0.327
H -1.47 2.39 0.59 0.288
O -1.20 3.98 -2.96 -0.629
H -1.51 3.50 -2.18 0.311
H -0.26 4.04 -2.98 0.314
O 3.53 -3.45 1.90 -0.575
H 3.12 -4.26 1.58 0.295
H 4.47 -3.54 2.04 0.265
O 3.20 -2.03 -3.61 -0.645
H 3.01 -1.13 -3.95 0.302
H 2.33 -2.46 -3.59 0.310
```

The value obtained for the relative energy (zero: lowest compared OMol25 entry of this formula, charge and spin) is 420.6 kJ/mol. As for the total charge: 0. Its multiplicity is 1. The value obtained for the gap between HOMO and LUMO is 9.489 eV. The LUMO energy is -0.50 eV.

---

Molecular formula: H41O21
Method: DFT, wB97M-V/def2-TZVPD

Geometry as XYZ:
```
62
Properties=species:S:1:pos:R:3:mulliken_charge:R:1
O -1.64 -0.98 -2.88 -0.596
H -0.99 -1.12 -2.18 0.286
H -1.42 -0.15 -3.31 0.225
O -2.09 -2.99 -0.25 -0.709
H 2.24 0.18 -0.50 0.170
H -2.03 -3.48 0.58 0.462
O -2.06 5.19 0.05 -0.647
H -0.18 1.98 1.04 0.097
H -1.20 5.62 -0.07 0.325
O -0.58 1.34 1.67 -0.620
H -1.63 4.38 0.44 0.297
H -4.44 -0.92 -0.96 0.488
O 1.46 -1.71 -2.34 -0.569
H 1.01 -1.66 -1.49 0.028
H 1.46 -2.69 -2.56 0.331
O -0.27 0.89 -0.98 -0.281
H 1.07 1.73 -1.21 0.415
H -0.56 0.75 -1.88 -0.328
O 2.01 2.11 -1.28 -0.859
H -3.05 1.09 3.08 0.346
H -1.64 -2.18 0.10 0.237
O -2.41 1.53 3.65 -0.648
H 0.26 1.20 2.15 0.422
H -1.74 1.74 2.96 0.317
O -3.21 0.14 -0.07 -0.764
H -2.92 0.81 -0.70 0.328
H -2.34 -0.12 0.27 0.221
O -5.12 -1.54 -1.27 -0.643
H 2.28 1.67 -2.09 0.326
H -4.70 -2.40 -1.40 0.283
O -0.29 -0.86 0.73 0.811
H -0.87 -1.24 2.73 0.185
H 0.41 -1.38 0.32 0.011
O 5.01 -0.51 2.14 -0.621
H 4.31 0.10 1.91 0.296
H 4.67 -0.68 3.03 0.315
O -2.26 -3.41 2.50 -0.647
H -2.79 -2.75 2.03 0.310
H -2.72 -3.99 3.09 0.259
O 0.30 1.66 4.26 -0.674
H -0.19 2.05 3.50 0.285
H -0.47 1.07 4.39 0.401
O 3.47 -1.03 -4.02 -0.605
H 4.19 -0.97 -3.39 0.301
H 2.96 -1.82 -3.82 0.306
O -0.38 -0.85 3.45 -0.503
H 0.51 -1.17 3.57 0.244
O 1.07 4.37 -0.42 -0.590
H 1.83 4.70 0.07 0.279
H 1.53 3.63 -0.89 0.367
O 0.17 -3.64 -3.46 -0.677
H 0.37 -4.37 -2.81 0.334
H -0.74 -3.53 -3.10 0.323
O 2.84 -1.30 2.84 -0.647
H 2.25 -0.55 2.68 0.297
H 2.54 -2.03 2.28 0.300
O 0.23 2.74 -4.41 -0.643
H 0.78 2.20 -5.00 0.321
H 0.13 2.12 -3.68 0.281
O 2.78 0.12 0.30 -0.515
H 3.15 0.95 0.59 0.360
H -0.37 -0.01 0.03 -0.404
```

The value obtained for the relative energy (zero: lowest compared OMol25 entry of this formula, charge and spin) is 433.3 kJ/mol. As for the total charge: -1. Its multiplicity is 1. The value obtained for the gap between HOMO and LUMO is 9.461 eV. The LUMO energy is 1.94 eV.

---

Molecular formula: H41O21
Method: DFT, wB97M-V/def2-TZVPD

Geometry as XYZ:
```
62
Properties=species:S:1:pos:R:3:mulliken_charge:R:1
O 2.93 -2.20 0.77 -0.549
H 2.03 1.43 -1.90 0.243
H 2.04 -2.13 0.59 0.244
O 1.62 2.02 -1.33 -0.124
H -1.72 -2.67 -0.87 0.314
H 2.65 0.62 -3.77 0.276
O -0.56 1.13 2.41 -1.036
H 0.47 -4.08 -1.17 0.316
H 0.63 0.92 1.06 0.231
O -0.18 -4.80 -0.77 -0.631
H 2.10 0.54 0.94 0.345
H 1.81 -4.59 2.33 0.283
O 1.41 -4.66 1.48 -0.706
H 0.43 -4.60 1.57 0.317
H 5.52 0.73 -0.71 0.293
O -4.33 2.12 1.03 -0.604
H 0.22 -1.21 1.16 0.038
H -4.13 2.37 1.88 0.262
O -0.37 -1.15 1.82 -0.610
H 0.80 3.50 3.14 0.347
H 1.96 0.56 4.30 0.322
O -0.75 1.41 -2.61 -0.449
H 0.39 -4.98 -0.05 0.404
H -3.73 1.34 0.89 0.374
O -0.87 3.62 0.38 -0.553
H -0.29 2.17 -2.30 0.235
H 1.50 1.47 -0.53 0.187
O 5.02 1.40 -1.09 -0.628
H -0.41 -0.30 2.21 0.606
H 1.50 -0.19 -4.31 0.387
O 0.25 -1.54 4.20 -0.647
H -2.19 -1.34 1.46 0.329
H -0.20 -0.86 3.71 0.274
O -0.55 -0.80 -4.84 -0.627
H -0.86 1.89 2.00 -0.016
H -1.27 -0.24 -4.86 0.290
O 1.25 0.29 0.56 -0.671
H -0.57 4.42 0.55 0.231
H -0.61 3.11 -0.34 0.306
O -3.25 1.58 -1.40 -0.574
H -4.07 2.02 -1.53 0.262
H -3.54 0.70 -1.13 0.270
O 1.75 3.46 3.43 -0.675
H 2.05 3.51 -2.36 0.340
H -0.41 -0.95 -3.90 0.298
O -2.94 -1.15 0.98 -0.471
H 4.28 1.81 -0.60 0.328
O 2.47 0.12 -4.55 -0.654
H 3.00 -2.46 1.64 0.238
H -2.54 -0.49 0.37 0.154
O 2.77 0.30 3.85 -0.644
H -4.90 -1.33 -0.24 0.340
H 2.46 -0.63 3.53 0.321
O -5.15 -2.25 -0.77 -0.630
H 1.83 2.85 -3.72 0.311
H -4.60 -2.27 -1.64 0.299
O 1.65 3.60 -3.19 -0.654
H -1.64 1.37 -2.61 0.286
H 2.00 2.53 3.42 0.314
O -2.11 -2.82 -1.80 -0.550
H -2.93 -3.18 -1.57 0.254
H 0.84 -1.04 4.82 0.233
```

The value obtained for the relative energy (zero: lowest compared OMol25 entry of this formula, charge and spin) is 673.0 kJ/mol. As for the total charge: -1. Its multiplicity is 1. The value obtained for the gap between HOMO and LUMO is 8.175 eV. The LUMO energy is 2.09 eV.